# 1
Formula: C6H6Cl3N4
Source: OMol25
Level of theory: the ωB97M-V functional and the def2-TZVPD basis

Structure (XYZ):
```
19
Properties=species:S:1:pos:R:3:forces:R:3
N -0.086650 -0.469246 1.703903 -2.117 -1.017 0.708
H 0.028991 -1.548738 -1.260007 -0.612 -2.191 -2.082
Cl -2.209750 1.650038 1.754824 -0.109 0.081 -0.068
C -2.232336 0.864662 0.233991 1.799 -0.886 -0.315
N 1.786992 -0.222366 -1.918493 1.979 1.558 -0.241
H 1.352823 -0.729512 -2.650068 -0.265 -0.521 -0.617
H 1.401180 0.583959 2.505772 0.647 0.554 1.868
C 1.170338 0.023403 -0.808470 -2.888 -3.390 1.277
H 1.137616 1.884414 0.263499 0.755 -1.334 -0.065
H 2.733632 0.066242 -2.037618 0.470 0.414 -0.407
N 0.148204 -0.840531 -0.633101 -0.441 2.998 2.800
C -0.730949 -0.814276 0.519772 -0.774 1.137 -0.813
C 1.502405 0.800219 0.388369 -0.471 2.680 -0.371
N -2.641233 -2.540350 0.465951 0.764 0.073 0.096
Cl -3.749149 0.246205 -0.249819 0.560 0.136 0.007
Cl -1.347010 1.810273 -1.029148 -0.826 -0.500 0.552
H 2.554416 0.814076 0.542085 1.085 0.311 -0.077
C 0.866118 0.317096 1.659403 0.921 -0.262 -2.080
C -1.685631 -1.895573 0.549162 -0.477 0.159 -0.171
```
Forces are in eV/Å.

Properties
Spin multiplicity   1
ΔE to the lowest compared entry with this formula, charge and spin   43.2 kcal per mole
Charge   +1
Total energy   -1831.483001 Ha
Strongest force on any atom   0.0901 Eh/bohr

Charges obtained by Mulliken population analysis, quoted in units of e: N -0.405; H 0.198; Cl -0.036; C 0.431; N -0.367; H 0.213; H 0.514; C 0.458; H 0.279; H 0.248; N -0.155; C 0.237; C -0.532; N -0.395; Cl -0.027; Cl -0.115; H 0.561; C -0.203; C 0.099

---

# 2
Formula: C6H6ClN
Source: OMol25
Level of theory: the ωB97M-V functional and the def2-TZVPD basis

Structure (XYZ):
```
14
Properties=species:S:1:pos:R:3:forces:R:3
C 0.139078 1.937136 -0.773429 -0.111 -0.618 0.616
C 0.586432 0.073374 0.353488 1.286 1.150 0.453
H -1.785503 1.065947 -1.568223 -0.438 0.279 -0.569
H 2.013080 1.787235 0.477624 -0.284 -0.032 0.121
C -0.869866 1.030631 -1.038280 0.451 -0.382 0.500
C 1.069099 1.362621 0.162384 -0.032 -0.380 -0.661
C -0.830696 -1.436634 0.115263 0.206 -0.432 -0.391
H 0.265618 -1.285690 2.065953 0.080 0.089 -0.650
Cl 1.871740 -2.372105 0.782596 -0.368 -0.059 -0.256
H -0.794905 -2.180058 -0.691012 0.091 0.088 0.315
C 0.467974 -1.269312 0.977351 0.271 -0.493 1.525
N -0.521396 -0.086972 -0.348922 -1.544 0.020 -0.826
H 0.147990 2.907182 -1.199415 0.251 0.706 -0.152
H -1.758646 -1.533357 0.684622 0.142 0.064 -0.025
```
Forces are in eV/Å.

Properties
Spin multiplicity   1
ΔE to the lowest compared entry with this formula, charge and spin   42.2 kcal per mole
SMILES   Cl[C@@H]1Cn2cccc21
Total energy   -747.119648 Ha
Strongest force on any atom   0.0347 Eh/bohr

Charges obtained by Mulliken population analysis, quoted in units of e: C -0.278; C 0.066; H 0.430; H 0.385; C -0.606; C -0.973; C -0.569; H 0.304; Cl -0.218; H 0.285; C 0.276; N 0.198; H 0.440; H 0.260

---

# 3
Formula: C6H6ClNO3S2
Source: OMol25
Level of theory: the ωB97M-V functional and the def2-TZVPD basis

Structure (XYZ):
```
19
Properties=species:S:1:pos:R:3:forces:R:3
S 0.704525 1.578234 1.219172 1.992 3.117 -0.998
H 2.551925 -1.909891 2.815729 1.811 -0.110 -3.876
O 0.989452 2.989216 0.911758 -0.846 -2.680 -0.132
H -0.623802 -0.740229 1.588943 -0.354 -0.325 -0.686
S 3.090125 -0.317254 0.252743 -1.207 1.299 -1.923
C -0.910390 -0.454472 0.565182 0.544 0.551 0.024
O 0.436569 1.316186 2.599025 0.150 -1.093 -0.336
Cl 2.021145 -1.578187 -1.063730 0.410 0.031 -0.050
H -2.507801 -1.341904 -2.309225 0.068 -0.735 0.196
C -1.943076 -0.816427 -1.556444 -1.453 0.525 -1.945
C -0.938797 1.320222 -0.984596 -0.821 -0.054 -3.536
C -1.706377 0.480084 -1.854122 2.123 2.095 1.027
H -1.905054 -2.179806 0.135355 -0.147 -0.519 -0.676
C -0.485883 0.826776 0.152551 0.237 -1.823 2.956
N 2.124341 0.799537 0.589800 -0.500 0.829 1.210
H -1.832215 0.914730 -2.806425 -0.759 0.109 -1.025
O 3.117740 -1.848566 1.512318 -1.951 -1.185 5.615
C -1.604360 -1.256548 -0.334098 0.647 -0.826 3.911
H -0.578061 2.218291 -1.433938 0.054 0.794 0.246
```
Forces are in eV/Å.

Properties
Spin multiplicity   3
ΔE to the lowest compared entry with this formula, charge and spin   17.7 kcal per mole
⟨S²⟩   2.01
Total energy   -1768.960847 Ha
Strongest force on any atom   0.1179 Eh/bohr

Charges obtained by Mulliken population analysis, quoted in units of e: S 1.192; H 0.284; O -0.643; H 0.371; S 0.264; C -0.406; O -0.575; Cl -0.166; H 0.409; C -0.611; C -0.291; C -0.395; H 0.370; C 0.199; N -0.141; H 0.370; O -0.323; C -0.298; H 0.389

---

# 4
Formula: C6H6ClNS
Source: OMol25
Level of theory: the ωB97M-V functional and the def2-TZVPD basis

Structure (XYZ):
```
15
Properties=species:S:1:pos:R:3:forces:R:3
S -1.851547 1.791449 0.412794 1.219 -0.975 -0.213
C -0.251652 -0.052650 -0.990625 -1.408 2.761 -0.119
H -0.172376 0.533302 2.350929 -0.811 1.581 2.610
H -0.611381 0.366282 -1.988236 0.243 -0.500 1.823
Cl 2.866409 1.446499 -0.831756 -0.147 -0.059 -0.006
C 0.755725 -1.099173 1.473981 -1.301 1.627 -3.985
H 0.795751 -1.391102 -1.989005 0.738 -0.978 0.387
C 0.599316 -1.086970 -0.967515 1.089 -2.000 -0.660
H -3.060746 2.611382 -1.043781 -1.648 1.332 -0.145
C 0.011113 0.050045 1.482832 -0.647 -0.560 -4.029
H 1.658838 -2.587881 0.370070 -0.679 0.924 -1.196
C -0.552221 0.504955 0.251184 -1.025 1.225 1.275
C 1.023865 -1.669116 0.224839 1.490 -1.568 1.277
H 1.058546 -1.457148 2.359747 1.394 -1.627 2.827
N -2.269634 2.040130 -1.115458 1.494 -1.183 0.155
```
Forces are in eV/Å.

Properties
Spin multiplicity   1
ΔE to the lowest compared entry with this formula, charge and spin   52.3 kcal per mole
Total energy   -1145.224905 Ha
Strongest force on any atom   0.0875 Eh/bohr

Charges obtained by Mulliken population analysis, quoted in units of e: S 0.084; C -0.416; H 0.512; H 0.309; Cl -0.019; C -0.532; H 0.344; C -0.429; H 0.268; C -0.706; H 0.257; C 0.673; C -0.374; H 0.534; N -0.503